Density functional theory data (ωB97M-V with the def2-TZVPD basis set) for the ion H2N2O4P with charge -1 in a non-equilibrium geometry.

Values from the calculation:
Energy above the lowest of the compared OMol25 structures with the same formula, charge and spin: 61.3 kcal per mole
LUMO energy: 4.01 eV
Electronic energy: -20491.26561 eV
Charge: -1

Atoms and positions in Å:
N  -0.011  -0.114  -0.171
P  -1.517  -0.714  -0.081
O  -1.679  -1.600  -1.243
O  -1.770  -1.270  1.644
N  -2.556  0.734  -0.068
O  -2.015  1.809  -0.069
O  -3.758  0.635  0.017
H  -0.074  0.419  -1.045
H  0.124  0.363  0.690

Density functional theory data (ωB97M-V with the def2-TZVPD basis set) for the molecule C16H23N3O2.

Values from the calculation:
Energy above the lowest of the compared OMol25 structures with the same formula, charge and spin: 50.3 kcal per mole
LUMO energy: 0.81 eV
Electronic energy: -25530.02013 eV

Atoms and positions in Å:
C  -1.054  -1.293  7.908
O  0.063  -1.398  7.062
C  -0.009  -0.822  5.822
C  -1.105  -0.132  5.321
C  -1.058  0.411  4.050
C  0.069  0.282  3.241
N  0.017  0.778  1.940
C  1.213  1.058  1.176
C  0.863  1.318  -0.291
O  1.381  2.197  -0.947
N  -0.067  0.444  -0.747
N  -0.792  0.562  -1.917
C  -0.231  0.699  -3.047
C  1.231  0.652  -3.369
C  1.502  -0.276  -4.557
C  0.604  0.049  -5.744
C  -0.878  -0.017  -5.369
C  -1.328  -1.430  -5.005
C  -1.148  0.946  -4.206
C  1.166  -0.410  3.754
C  1.124  -0.951  5.022
H  -1.937  -1.772  7.472
H  -1.286  -0.249  8.143
H  -0.780  -1.814  8.824
H  -2.001  -0.003  5.907
H  -1.919  0.947  3.675
H  -0.685  1.500  1.834
H  1.778  1.925  1.548
H  1.869  0.184  1.204
H  -0.572  -0.079  -0.039
H  1.561  1.667  -3.604
H  1.804  0.315  -2.505
H  1.343  -1.311  -4.249
H  2.550  -0.180  -4.850
H  0.834  1.056  -6.102
H  0.808  -0.648  -6.559
H  -1.466  0.314  -6.233
H  -1.053  -2.133  -5.788
H  -0.880  -1.752  -4.070
H  -2.409  -1.458  -4.884
H  -0.980  1.972  -4.545
H  -2.181  0.862  -3.867
H  2.065  -0.528  3.171
H  1.974  -1.483  5.419

Density functional theory data (ωB97M-V with the def2-TZVPD basis set) for a cluster of 2 separate species, C5H15NO in total in a non-equilibrium geometry.

Values from the calculation:
Energy above the lowest of the compared OMol25 structures with the same formula, charge and spin: 29.9 kcal per mole
LUMO energy: 0.81 eV
Electronic energy: -8965.06003 eV

Atoms and positions in Å:
C  1.843  0.857  -1.405
C  0.498  1.521  -1.130
C  -0.041  1.313  0.269
C  -1.347  2.095  0.466
N  -0.149  -0.079  0.648
C  -1.398  -0.793  0.385
H  2.159  0.780  -2.459
H  1.914  -0.214  -1.181
H  2.723  1.341  -0.986
H  0.748  2.593  -1.226
H  -0.179  1.350  -1.964
H  0.649  1.801  0.973
H  -1.856  1.766  1.373
H  -1.048  3.123  0.650
H  -2.054  1.942  -0.348
H  0.656  -0.661  0.504
H  -1.178  -1.808  0.056
H  -1.828  -0.348  -0.523
H  -2.144  -0.798  1.176
O  0.295  -5.264  1.402
H  0.666  -4.722  2.104
H  1.073  -5.794  1.215

Density functional theory data (ωB97M-V with the def2-TZVPD basis set) for a structure of composition C6H12O in a non-equilibrium geometry.

Values from the calculation:
Energy above the lowest of the compared OMol25 structures with the same formula, charge and spin: 124.5 kcal per mole
LUMO energy: 1.16 eV
Electronic energy: -8458.95397 eV

Atoms and positions in Å:
C  2.613  0.092  0.197
C  1.278  -0.287  0.835
C  -0.058  0.454  0.447
C  -1.238  -0.447  0.491
C  -1.368  0.364  -0.735
O  -2.627  0.897  -0.378
C  -2.498  0.293  0.920
H  2.637  -0.188  -0.860
H  2.807  1.166  0.279
H  3.444  -0.427  0.698
H  1.391  -0.119  1.926
H  1.149  -1.378  0.759
H  0.651  -0.513  -1.739
H  -0.097  1.431  0.915
H  -1.100  -1.518  0.552
H  0.087  -0.846  -2.090
H  -1.146  0.556  -1.764
H  -2.316  1.112  1.612
H  -3.328  -0.327  1.257

Density functional theory data (ωB97M-V with the def2-TZVPD basis set) for the molecule C3H4S4 in a non-equilibrium geometry.

Values from the calculation:
Energy above the lowest of the compared OMol25 structures with the same formula, charge and spin: 4.5 kcal per mole
LUMO energy: 0.37 eV
Electronic energy: -46515.78363 eV

Atoms and positions in Å:
S  -1.123  0.670  1.552
C  -0.273  0.517  -0.132
S  -1.539  0.901  -1.423
C  0.334  -0.827  -0.341
C  1.592  -0.997  0.028
S  2.557  0.402  0.334
S  1.067  1.705  -0.282
H  -2.076  -0.222  1.232
H  -2.422  1.548  -0.729
H  -0.197  -1.733  -0.467
H  2.080  -1.965  0.228

Density functional theory data (ωB97M-V with the def2-TZVPD basis set) for a cluster of 3 separate species, C4H7NO2 in total in a non-equilibrium geometry.

Values from the calculation:
Energy above the lowest of the compared OMol25 structures with the same formula, charge and spin: 54.3 kcal per mole
LUMO energy: 1.03 eV
Electronic energy: -9844.92554 eV

Atoms and positions in Å:
C  -1.315  -1.143  0.155
C  -0.718  -0.929  -1.209
C  0.171  1.995  0.122
N  0.517  1.548  1.256
C  2.677  -0.558  0.599
O  2.587  -1.680  0.452
O  0.425  -0.590  -1.418
H  -0.735  -0.621  0.921
H  -1.317  -2.220  0.369
H  -2.360  -0.812  0.171
H  -1.401  -1.114  -2.065
H  -0.851  1.815  -0.222
H  0.819  2.549  -0.566
H  1.500  1.761  1.436

Which formula does entry 5 have? C3H4S4